47
Properties=species:S:1:pos:R:3 method="wB97M-V/def2-TZVPD" orbital_gap_ev=5.8 e_tot_ev=-25591.625 lumo_ev=-4.85 e_above_lowest_kcal_mol=72.1 total_charge=+1 largest_force_ev_per_a=2.4
C -2.946 -2.837 -0.009
N -2.636 -3.122 1.381
C -1.292 -3.639 1.564
N -2.814 -2.019 2.228
C -4.001 -1.710 2.616
H -2.799 -3.766 -0.579
H -3.991 -2.518 -0.091
H -2.286 -2.052 -0.427
H -1.199 -4.569 0.988
H -0.522 -2.917 1.228
H -1.144 -3.849 2.629
H -4.079 -0.815 3.245
H -4.917 -2.300 2.407
C -2.763 1.875 -3.509
N -1.697 1.538 -2.590
C -1.854 0.920 -1.388
C -0.596 0.842 -0.731
C -0.392 0.329 0.551
C 0.882 0.138 1.185
C 1.973 -0.461 0.497
C 3.225 -0.548 1.092
C 3.437 -0.018 2.367
C 4.811 -0.031 2.947
C 2.361 0.517 3.090
C 1.097 0.543 2.529
C 0.371 1.494 -1.630
C 1.699 1.892 -1.524
C 2.319 2.532 -2.613
C 1.588 2.871 -3.763
C 0.216 2.569 -3.851
C -0.351 1.877 -2.786
H -2.315 2.395 -4.358
H -3.283 0.977 -3.867
H -3.503 2.536 -3.036
H -2.810 0.567 -0.999
H -1.287 0.130 1.145
H 1.805 -0.855 -0.505
H 4.059 -1.004 0.555
H 4.797 0.361 3.963
H 5.233 -1.040 2.979
H 5.498 0.584 2.357
H 2.542 0.926 4.086
H 0.240 0.937 3.080
H 2.237 1.713 -0.592
H 3.382 2.774 -2.560
H 2.089 3.383 -4.586
H -0.386 2.850 -4.713